<A>
# C7H12N2O

A cluster of 2 separate species, C7H12N2O in total (the ωB97M-V functional and the def2-TZVPD basis, OMol25).

```
22
Properties=species:S:1:pos:R:3
C -0.409 1.533 -1.988
C 0.476 0.324 -1.722
C 0.354 -0.302 -0.316
C -1.073 -0.690 -0.062
N -2.149 -1.114 0.054
C 0.803 0.624 0.806
C 1.687 0.010 1.591
C 1.934 -1.396 1.134
N 1.267 -1.432 -0.167
H -0.220 1.917 -2.998
H -1.477 1.278 -1.923
H -0.205 2.348 -1.280
H 0.278 -0.467 -2.462
H 1.536 0.598 -1.823
H 0.420 1.637 0.915
H 2.225 0.471 2.419
H 1.521 -2.120 1.860
H 3.009 -1.615 1.034
H 0.874 -2.330 -0.422
O -3.867 0.525 1.886
H -4.022 -0.229 1.267
H -2.961 0.431 2.198
```

Summary:
HOMO-LUMO gap = 10.219 eV
SMILES = CC[C@]1(C#N)C=CCN1.O

natural (NBO) population analysis, charges in e, atoms 1 to 8: C -0.621; C -0.380; C -0.021; C 0.291; N -0.367; C -0.198; C -0.165; C -0.254

<B>
# C7H12N2O

A cluster of 2 separate species, C7H12N2O in total (the ωB97M-V functional and the def2-TZVPD basis, OMol25).

```
22
Properties=species:S:1:pos:R:3
C 2.960 0.473 -2.006
C 2.931 0.321 -0.815
C 2.928 0.163 0.621
C 2.155 -1.039 1.074
O 3.488 0.942 1.354
H 2.978 0.594 -3.050
H 1.090 -0.860 0.894
H 2.318 -1.210 2.135
H 2.447 -1.916 0.500
C -1.601 -1.127 1.539
N -0.990 -0.522 0.605
N -1.520 0.446 -0.128
C -2.925 0.780 -0.079
C -0.824 0.729 -1.360
H -2.635 -0.976 1.832
H -1.029 -1.846 2.100
H -3.557 -0.046 -0.430
H -3.207 1.028 0.945
H -3.096 1.650 -0.708
H 0.213 0.417 -1.252
H -1.268 0.197 -2.210
H -0.854 1.801 -1.560
```

Summary:
HOMO-LUMO gap = 9.031 eV
SMILES = C#CC(C)=O.C=NN(C)C

natural (NBO) population analysis, charges in e, atoms 1 to 8: C -0.171; C -0.108; C 0.511; C -0.730; O -0.495; H 0.235; H 0.282; H 0.230

Energy ordering: <A> at the bottom, the next structure 69.3 kcal/mol above.

<A>
# CH3N3O3

A cluster of 2 separate species, CH3N3O3 in total (the ωB97M-V functional and the def2-TZVPD basis, OMol25).

```
10
Properties=species:S:1:pos:R:3
C -1.262 0.300 -0.032
N -0.326 -0.452 -0.580
N 1.477 0.612 -0.829
N 2.413 0.171 0.001
O -1.218 1.325 0.562
O 2.553 -1.007 0.304
O 3.175 1.050 0.317
H -2.280 -0.323 0.002
H -0.637 -0.872 -1.471
H 1.280 1.581 -0.614
```

Summary:
HOMO-LUMO gap (alpha / beta) = 8.241 / 8.398 eV

natural (NBO) population analysis, charges in e, atoms 1 to 8: C 0.479; N -0.441; N -0.284; N 0.581; O -0.546; O -0.363; O -0.361; H 0.144

<B>
# CH3N3O3

A cluster of 2 separate species, CH3N3O3 in total (the ωB97M-V functional and the def2-TZVPD basis, OMol25).

```
10
Properties=species:S:1:pos:R:3
H -0.632 -0.615 0.364
N -0.670 -1.342 -0.346
N -0.466 -0.951 -1.494
O -0.192 0.128 -1.933
O -0.575 -1.969 -2.423
H -0.827 -2.782 -1.953
N 1.443 2.185 2.186
C 0.381 1.684 1.992
O -0.657 1.176 1.998
H 2.194 2.486 1.608
```

Summary:
HOMO-LUMO gap = 11.342 eV
SMILES = [H]/N=[N+](\[O-])O.N=C=O

natural (NBO) population analysis, charges in e, atoms 1 to 8: H 0.370; N -0.517; N 0.578; O -0.405; O -0.524; H 0.495; N -0.764; C 0.863

Energy ordering: <B> at the bottom, the next structure 81.6 kcal/mol above.

<A>
# C21H30Cl2IrN2OS5

A structure of composition C21H30Cl2IrN2OS5 (the ωB97M-V functional and the def2-TZVPD basis, OMol25).

```
62
Properties=species:S:1:pos:R:3
Ir -0.086 1.040 0.200
C -2.696 2.773 0.895
C -2.758 2.719 -0.624
S -1.937 1.192 -1.149
C -1.229 1.444 -2.789
C -0.354 0.198 -2.963
S 0.882 -0.047 -1.634
C 2.177 1.100 -2.203
C 1.868 2.582 -2.039
S 1.359 2.748 -0.321
C 0.332 4.218 -0.252
C -0.256 4.201 1.149
S -1.044 2.638 1.636
H -3.234 1.930 1.329
H -3.154 3.690 1.270
H -2.309 3.582 -1.111
H -3.802 2.663 -0.934
H -0.693 2.384 -2.851
H -2.022 1.446 -3.538
H 0.174 0.183 -3.916
H -0.957 -0.707 -2.890
H 2.392 0.834 -3.238
H 3.057 0.828 -1.614
H 1.103 2.953 -2.713
H 2.769 3.175 -2.198
H -0.413 4.181 -1.042
H 0.950 5.104 -0.401
H -0.982 5.000 1.299
H 0.532 4.343 1.891
Cl -0.022 -2.356 2.846
C -1.701 -2.291 2.436
C -2.501 -3.296 2.914
C -3.858 -3.313 2.599
C -4.395 -2.301 1.803
C -3.594 -1.297 1.324
Cl -4.409 -0.060 0.399
C -2.160 -1.189 1.579
N -1.361 -0.279 1.146
H -2.068 -4.071 3.531
H -4.495 -4.101 2.975
H -5.450 -2.292 1.569
C -0.710 -4.648 -1.028
C 0.011 -3.329 -0.871
O -0.825 -2.208 -1.190
H -0.031 -5.479 -0.837
H -1.108 -4.754 -2.038
H -1.535 -4.726 -0.316
H 0.860 -3.270 -1.554
H 0.386 -3.216 0.154
H -1.698 -2.365 -0.808
S 1.556 0.599 1.946
C 3.034 -0.080 1.385
N 4.172 0.391 1.955
C 5.404 -0.131 1.759
C 5.569 -1.181 0.905
C 4.430 -1.705 0.280
C 3.183 -1.171 0.518
H 4.065 1.170 2.594
H 6.211 0.334 2.307
H 6.550 -1.600 0.744
H 4.528 -2.562 -0.374
H 2.294 -1.620 0.100
```

Summary:
⟨S²⟩ = 0.8027
HOMO-LUMO gap (alpha / beta) = 6.224 / 6.540 eV
2S+1 = 2
net charge = +2

natural (NBO) population analysis, charges in e, atoms 1 to 8: Ir 0.309; C -0.566; C -0.556; S 0.567; C -0.562; C -0.560; S 0.515; C -0.569

<B>
# C21H30Cl2IrN2OS5

A structure of composition C21H30Cl2IrN2OS5 (the ωB97M-V functional and the def2-TZVPD basis, OMol25).

```
62
Properties=species:S:1:pos:R:3
Ir 0.062 0.006 -0.524
C 3.061 -0.909 -0.405
C 3.228 0.537 -0.889
S 1.681 1.510 -1.170
C 1.447 1.537 -2.964
C 1.202 0.185 -3.655
S 0.669 -1.117 -2.504
C -1.005 -1.567 -3.031
C -1.494 -2.607 -2.038
S -1.162 -2.114 -0.297
C 0.329 -3.157 -0.023
C 1.174 -2.596 1.099
S 1.699 -0.893 0.799
H 3.976 -1.213 0.108
H 2.865 -1.611 -1.217
H 3.810 0.585 -1.809
H 3.759 1.123 -0.138
H 2.295 2.074 -3.392
H 0.569 2.172 -3.072
H 2.094 -0.195 -4.157
H 0.421 0.292 -4.402
H -0.998 -1.944 -4.056
H -1.618 -0.665 -2.974
H -1.026 -3.581 -2.188
H -2.571 -2.736 -2.146
H 0.878 -3.224 -0.964
H -0.014 -4.160 0.241
H 2.037 -3.216 1.339
H 0.571 -2.476 1.998
Cl -2.924 2.035 1.349
C -3.246 2.490 -0.276
C -4.302 3.332 -0.529
C -4.613 3.681 -1.835
C -3.869 3.184 -2.899
C -2.815 2.340 -2.652
Cl -1.914 1.746 -4.006
C -2.430 1.939 -1.330
N -1.436 1.122 -1.052
H -4.887 3.712 0.296
H -5.444 4.341 -2.029
H -4.112 3.453 -3.916
C 1.043 3.099 3.479
C 1.348 2.657 2.065
O 0.320 1.813 1.541
H 1.851 3.719 3.866
H 0.920 2.236 4.130
H 0.130 3.694 3.509
H 2.258 2.051 2.043
H 1.494 3.516 1.403
H -0.542 2.220 1.703
S -1.148 -0.734 2.777
C -1.745 -1.952 3.797
N -1.657 -1.770 5.144
C -2.071 -2.649 6.081
C -2.635 -3.830 5.706
C -2.780 -4.076 4.329
C -2.353 -3.166 3.402
H -1.245 -0.889 5.437
H -1.927 -2.348 7.106
H -2.963 -4.537 6.449
H -3.248 -4.993 3.998
H -2.492 -3.341 2.347
```

Summary:
⟨S²⟩ = 1.1360
HOMO-LUMO gap (alpha / beta) = 6.367 / 6.069 eV
2S+1 = 2
net charge = +2

natural (NBO) population analysis, charges in e, atoms 1 to 8: Ir 0.537; C -0.561; C -0.559; S 0.532; C -0.566; C -0.560; S 0.456; C -0.549

Energy ordering: <A> at the bottom, the next structure 18.7 kcal/mol above.

<A>
# CH8N2O2

A cluster of 3 separate species, CH8N2O2 in total (the ωB97M-V functional and the def2-TZVPD basis, OMol25).

```
13
Properties=species:S:1:pos:R:3
H -4.700 0.621 -1.323
N -4.125 0.217 -2.068
C -3.105 -0.275 -1.460
N -1.713 0.147 -1.569
H -3.248 -1.049 -0.601
H -1.737 1.179 -1.828
H -0.973 -0.223 -0.740
O 1.735 0.434 -0.067
H 2.289 -0.074 -0.662
H 2.435 1.174 -0.104
O 3.981 -0.807 3.318
H 4.427 0.026 3.565
H 4.733 -1.372 3.539
```

Summary:
HOMO-LUMO gap = 8.850 eV
SMILES = [H]/N=C/N.O.O

natural (NBO) population analysis, charges in e, atoms 1 to 8: H 0.378; N -0.832; C 0.381; N -0.866; H 0.106; H 0.407; H 0.426; O -0.923

<B>
# CH8N2O2

A cluster of 3 separate species, CH8N2O2 in total (the ωB97M-V functional and the def2-TZVPD basis, OMol25).

```
13
Properties=species:S:1:pos:R:3
H 2.171 -0.110 2.727
N 1.272 -0.515 2.466
C 1.181 -0.471 1.211
N 0.047 -0.909 0.519
H 2.061 -0.269 0.602
H -0.205 -1.870 0.679
H -0.756 -0.416 0.177
O -2.582 0.579 -1.061
H -2.828 1.324 -1.616
H -2.665 -0.211 -1.604
O 0.645 1.083 -2.083
H 0.061 0.337 -1.879
H 1.217 0.620 -2.711
```

Summary:
HOMO-LUMO gap = 10.022 eV
SMILES = [H]/N=C/N.O.O

natural (NBO) population analysis, charges in e, atoms 1 to 8: H 0.333; N -0.611; C 0.282; N -0.939; H 0.138; H 0.382; H 0.413; O -0.949

Energy ordering: <B> at the bottom, the next structure 38.5 kcal/mol above.

<A>
# CH2O2S3

An isolated molecule of CH2O2S3 (the ωB97M-V functional and the def2-TZVPD basis, OMol25).

```
8
Properties=species:S:1:pos:R:3
C 0.540 -0.518 0.429
O -0.921 1.536 -0.961
O -1.892 0.433 1.287
S -0.717 -1.653 -0.516
S 1.970 0.117 -0.371
S -1.104 0.204 0.107
H 0.674 -0.854 1.458
H 1.451 0.735 -1.435
```

Summary:
⟨S²⟩ = 2.0203
HOMO-LUMO gap (alpha / beta) = 7.582 / 6.295 eV
2S+1 = 3

How is the electron density shared among the atoms? According to natural (NBO), the charges in e are: C -0.683; O -0.426; O -0.881; S -0.003; S 0.074; S 1.492; H 0.271; H 0.156

<B>
# CH2O2S3

An isolated molecule of CH2O2S3 (the ωB97M-V functional and the def2-TZVPD basis, OMol25).

```
8
Properties=species:S:1:pos:R:3
C -0.004 0.126 -0.010
O 0.769 -0.755 0.106
O 0.167 1.176 -0.862
S 1.662 1.030 -1.725
S -1.395 -1.449 1.961
S -1.575 0.169 0.707
H 1.969 2.163 -1.276
H -1.593 -2.461 1.100
```

Summary:
⟨S²⟩ = 2.0051
HOMO-LUMO gap (alpha / beta) = 7.137 / 6.897 eV
2S+1 = 3

How is the electron density shared among the atoms? According to natural (NBO), the charges in e are: C 0.580; O -0.576; O -0.745; S 0.521; S -0.099; S 0.140; H 0.043; H 0.135

Energy ordering: <B> at the bottom, the next structure 53.1 kcal/mol above.

<A>
# C3H8NO

A cluster of 2 separate species, C3H8NO in total (the ωB97M-V functional and the def2-TZVPD basis, OMol25).

```
13
Properties=species:S:1:pos:R:3
C -2.675 0.458 0.376
N -1.849 -0.103 -0.423
H -3.607 -0.068 0.535
H -2.414 1.411 0.814
H -0.913 0.325 -0.584
H -1.924 -1.119 -0.505
C 2.612 0.012 0.472
C 1.487 -0.488 0.011
O 0.836 -0.161 -1.160
H 2.983 -0.409 1.399
H 3.180 0.874 0.139
H 0.900 -1.184 0.595
H 1.384 0.452 -1.671
```

Summary:
HOMO-LUMO gap = 7.376 eV
net charge = +1

natural (NBO) population analysis, charges in e, atoms 1 to 8: C 0.166; N -0.579; H 0.233; H 0.236; H 0.468; H 0.446; C -0.475; C 0.102

<B>
# C3H8NO

A cluster of 2 separate species, C3H8NO in total (the ωB97M-V functional and the def2-TZVPD basis, OMol25).

```
13
Properties=species:S:1:pos:R:3
C -2.466 0.299 0.427
C 0.807 0.066 -1.325
C 1.304 -0.461 0.953
N 0.533 -0.623 -0.105
O -1.323 0.462 0.176
H -3.204 0.968 -0.146
H -2.818 -0.283 1.291
H -0.036 0.831 -1.675
H 1.839 0.375 -1.394
H 0.642 -0.767 -2.094
H 1.365 -1.309 1.542
H 2.376 -0.035 0.785
H 0.980 0.476 1.566
```

Summary:
HOMO-LUMO gap (alpha / beta) = 7.500 / 7.495 eV
net charge = +1

natural (NBO) population analysis, charges in e, atoms 1 to 8: C 0.338; C -0.534; C -0.537; N 0.117; O -0.499; H 0.160; H 0.159; H 0.353

<C>
# C3H8NO

A cluster of 2 separate species, C3H8NO in total (the ωB97M-V functional and the def2-TZVPD basis, OMol25).

```
13
Properties=species:S:1:pos:R:3
C 1.788 -0.562 -0.367
C -1.236 -0.997 0.372
C -0.689 0.089 -0.494
N -0.426 1.252 0.106
O 2.324 0.446 0.183
H 2.588 -1.274 -0.727
H -0.764 -2.010 0.111
H -2.356 -1.058 0.184
H -1.127 -0.827 1.367
H -0.713 0.032 -1.546
H 1.749 1.207 0.460
H -0.757 1.720 0.957
H -0.381 1.982 -0.605
```

Summary:
HOMO-LUMO gap (alpha / beta) = 8.999 / 9.000 eV
net charge = +1

natural (NBO) population analysis, charges in e, atoms 1 to 8: C 0.204; C -0.697; C 0.298; N -0.766; O -0.580; H 0.158; H 0.279; H 0.269

Energy ordering: <A> at the bottom, the next structure 42.7 kcal/mol above.

<A>
# C3H8NO

The ion C3H8NO with charge +1 (the ωB97M-V functional and the def2-TZVPD basis, OMol25).

```
13
Properties=species:S:1:pos:R:3
C -1.178 -0.710 0.047
C 1.396 -0.849 0.196
C -2.265 0.331 0.232
N 2.222 0.376 -0.091
O 0.038 -0.324 0.082
H -1.274 -1.830 -0.030
H 1.753 -1.712 -0.426
H -2.965 -0.097 0.784
H -2.679 0.511 -0.667
H -1.953 1.180 0.634
H 2.395 0.926 0.700
H 1.932 0.901 -0.847
H 3.193 0.155 -0.233
```

Summary:
HOMO-LUMO gap (alpha / beta) = 8.052 / 8.052 eV
net charge = +1

natural (NBO) population analysis, charges in e, atoms 1 to 8: C 0.418; C -0.115; C -0.657; N -0.678; O -0.393; H 0.200; H 0.199; H 0.247

<B>
# C3H8NO

A cluster of 2 separate species, C3H8NO in total (the ωB97M-V functional and the def2-TZVPD basis, OMol25).

```
13
Properties=species:S:1:pos:R:3
O -0.696 1.707 0.498
C 0.305 1.067 0.474
C 0.259 -0.485 0.205
C 1.114 -0.731 -1.049
N -1.076 -0.878 0.136
H 1.246 1.603 0.269
H 0.755 -0.848 1.120
H 0.429 -0.768 -1.897
H 1.941 -0.052 -1.232
H 1.502 -1.797 -0.928
H 0.725 -3.277 -0.445
H -1.346 -1.782 0.480
H -1.743 -0.130 -0.054
```

Summary:
HOMO-LUMO gap = 4.834 eV
net charge = +1

natural (NBO) population analysis, charges in e, atoms 1 to 8: O -0.438; C 0.434; C -0.187; C -0.493; N -0.598; H 0.168; H 0.233; H 0.254

Energy ordering: <A> at the bottom, the next structure 68.8 kcal/mol above.